1.
The following is a quantum chemistry calculation of 4 unconnected molecules or ions with the total composition C25H42IN5O4 at a distorted geometry, from OMol25.

spin multiplicity: 1
E_LUMO: -1.39 eV
electronic energy: -50324.9998 eV
structure (SMILES): C#Cc1cnc2ccc(C[C@@H]3CO3)c(I)c2n1.COC[C@@H](C)N.COC[C@@H](C)N.COC[C@@H](C)N
strongest force on any atom: 9.89 eV/Å
relative energy (zero: lowest compared OMol25 entry of this formula, charge and spin): 16.345 eV

Atoms and positions in Å:
C  0.33038  -1.36591  3.42209
C  -0.67708  -0.52169  3.97184
C  -1.83845  0.66666  4.14053
C  -1.35445  2.12479  4.66857
N  -2.27888  3.29413  4.84305
C  -3.68969  2.94727  4.45405
C  -4.80040  4.18851  4.60502
C  -6.37063  3.99723  4.17583
C  -6.78864  2.48487  3.61216
C  -8.34956  2.21529  3.21288
C  -9.18314  1.57665  4.65433
C  -8.44624  2.02995  6.15867
O  -8.38071  0.52775  5.49074
C  -5.73279  1.23937  3.47181
I  -6.30129  -0.78911  2.73211
C  -4.13825  1.47787  3.91664
N  -3.23826  0.28415  3.75603
H  1.18554  -1.99833  2.87927
H  -0.21872  2.27390  4.94261
H  -4.48262  5.25731  5.02259
H  -7.21903  4.80132  4.25073
H  -8.45909  1.37530  2.39682
H  -8.95547  3.16014  2.88332
H  -10.43554  1.51621  4.61746
H  -8.77520  1.50628  7.15217
H  -7.28925  1.95170  6.29468
C  2.18274  3.93749  0.21888
O  1.60827  3.78039  1.50782
C  1.01377  4.96852  2.03714
C  -0.42405  5.23632  1.53599
C  -0.47921  5.79142  0.11435
N  -1.25547  4.02568  1.60639
H  2.62216  4.92998  0.07895
H  1.43305  3.73825  -0.54985
H  2.97393  3.19137  0.10666
H  0.96578  4.81382  3.12267
H  1.66477  5.83591  1.87707
H  -0.86611  5.99457  2.19399
H  -0.28767  5.02912  -0.64473
H  -1.47283  6.20606  -0.09502
H  0.24920  6.59938  -0.01942
H  -1.28996  3.71109  2.57639
H  -0.74254  3.27777  1.12964
C  3.51014  -3.07142  -2.27696
O  4.07218  -2.04556  -1.47211
C  3.31099  -0.83520  -1.44315
C  2.13747  -0.84737  -0.43672
C  0.92895  -1.64554  -0.92111
N  2.55500  -1.36538  0.87446
H  3.00079  -2.67339  -3.16004
H  2.82597  -3.67948  -1.68125
H  4.32158  -3.72319  -2.61166
H  4.01417  -0.05408  -1.12691
H  2.97591  -0.56014  -2.45006
H  1.80545  0.18989  -0.30565
H  1.08155  -2.72550  -0.85474
H  0.04764  -1.41088  -0.31179
H  0.68595  -1.39666  -1.96048
H  3.30222  -0.77176  1.23547
H  3.01986  -2.26372  0.71124
C  4.47804  -6.17582  -8.45186
O  4.30821  -6.99668  -7.30583
C  5.37329  -6.90994  -6.35540
C  5.26579  -5.70746  -5.38964
C  5.66851  -4.37866  -6.02554
N  3.90983  -5.57812  -4.83603
H  5.52798  -6.08985  -8.74840
H  4.04903  -5.18819  -8.26951
H  3.92243  -6.62732  -9.27812
H  5.30670  -7.82686  -5.75588
H  6.34775  -6.93864  -6.85682
H  5.95924  -5.88912  -4.55930
H  4.90593  -3.98572  -6.70234
H  5.82891  -3.61836  -5.25144
H  6.60501  -4.48023  -6.58585
H  3.68107  -6.43577  -4.33287
H  3.25812  -5.58263  -5.62662

2.
The following is a quantum chemistry calculation of a molecular structure, C13H23BN6OReSi at a distorted geometry, from OMol25.

net charge: +2
spin multiplicity: 4
E_LUMO (alpha / beta): -7.37 / -8.75 eV
electronic energy: -35513.0358 eV
strongest force on any atom: 4.20 eV/Å
⟨S²⟩: 3.77
relative energy (zero: lowest compared OMol25 entry of this formula, charge and spin): 0.000 eV

Atoms and positions in Å:
H  -0.22926  2.89497  0.97673
N  0.19161  1.67861  -0.70713
B  0.74970  0.75876  -2.99626
N  0.66949  1.94784  -2.00730
C  0.85732  3.26809  -2.12120
Re  -0.28374  -0.19120  -0.16298
H  1.22223  3.68336  -3.04773
C  0.52952  3.87850  -0.90929
H  0.59015  4.93044  -0.68317
C  0.11484  2.87598  -0.04681
H  1.15174  1.08400  -4.07083
C  -1.60412  -2.47021  0.55779
H  -1.92615  -1.97020  1.48007
H  -1.01897  -3.38118  0.75003
H  -2.46461  -2.67171  -0.09173
N  -0.70336  0.18907  -3.04134
N  1.62825  -0.33656  -2.34214
N  -1.36676  -0.20598  -1.84608
N  1.38420  -0.74933  -0.97593
C  -1.50161  -0.08204  -4.07481
C  2.61092  -1.08829  -2.83807
H  -1.16070  0.17418  -5.06443
H  2.93667  -0.90063  -3.84558
C  -2.67829  -0.66185  -3.61731
C  3.07721  -1.98141  -1.86933
C  -2.58335  -0.74382  -2.23624
C  2.32239  -1.75383  -0.71789
H  -3.52018  -0.98010  -4.21132
H  3.88852  -2.68416  -1.98913
H  -3.23499  -1.14277  -1.46933
H  2.37616  -2.19622  0.26434
H  -0.86932  -1.82396  -0.07824
C  1.42576  -0.90891  3.71521
Si  -0.16136  0.03204  3.34223
C  -1.59125  -0.80795  4.22009
C  -0.03957  1.85688  3.78577
O  -0.41032  0.00598  1.70760
H  1.63875  -0.95760  4.79242
H  2.28146  -0.41493  3.23038
H  1.35551  -1.94512  3.34922
H  -1.47034  -0.62894  5.29658
H  -2.56462  -0.40652  3.91291
H  -1.58024  -1.89174  4.06103
H  0.82510  2.30823  3.27550
H  -0.95369  2.38996  3.47731
H  0.08932  2.02025  4.86640

3.
The following is a quantum chemistry calculation of 2 unconnected molecules or ions with the total composition C3H11NS at a distorted geometry, from OMol25.

spin multiplicity: 1
E_LUMO: -0.16 eV
electronic energy: -15612.0536 eV
strongest force on any atom: 2.10 eV/Å
relative energy (zero: lowest compared OMol25 entry of this formula, charge and spin): 2.697 eV

Atoms and positions in Å:
C  -3.19907  0.09286  -0.22823
S  -1.48480  0.20141  0.34346
H  -3.37824  0.73333  -1.10706
H  -3.52714  -0.85868  -0.66290
H  -3.88848  0.42026  0.54705
C  1.31882  -1.13614  0.87586
N  1.75638  0.21962  0.34376
C  1.16195  0.74792  -0.92101
H  1.89976  -1.19929  1.80290
H  0.29912  -1.00114  1.23607
H  1.54959  -1.91392  0.16430
H  2.76276  0.14145  0.22449
H  1.59144  0.90414  1.08019
H  1.00085  -0.04348  -1.64469
H  1.90361  1.42645  -1.35266
H  0.23342  1.26522  -0.70152